Record 1
A single C4H8O molecule in a non-equilibrium geometry. Source: OMol25; level of theory: ωB97M-V/def2-TZVPD.

XYZ file:
```
13
C4H8O | OMol25 | ωB97M-V/def2-TZVPD
O 0.9687 0.2578 -2.9791
C -0.9112 0.0237 1.5270
C -0.0225 0.2783 -0.8068
C 0.2684 -0.2413 0.6074
C 1.0352 -0.0602 -1.8142
H 1.1716 0.2597 0.9684
H -0.1411 1.3621 -0.7647
H 1.8961 -0.6727 -1.5012
H -0.6453 -0.0707 2.5812
H 0.4012 -1.3228 0.5680
H -1.7338 -0.6790 1.3599
H -0.9549 -0.1578 -1.1684
H -1.3323 1.0227 1.4224
```

LUMO level: 0.0391 hartree
E_HOMO: -9.80 eV
HOMO-LUMO gap: 10.9 eV
maximum force: 1.0 eV Å⁻¹
SMILES string: CCCC=O

Here are the Löwdin charges for atoms 1 to 4, given in e: O 0.0409; C -0.1256; C -0.1799; C -0.2731

=====

Record 2
A molecular structure, C4H8O in a non-equilibrium geometry. Source: OMol25; level of theory: ωB97M-V/def2-TZVPD.

XYZ file:
```
13
C4H8O | OMol25 | ωB97M-V/def2-TZVPD
O 1.6137 -0.1187 -1.2704
C -0.2367 1.1305 1.5139
C -0.3232 -0.9426 0.0495
C 0.3690 -0.4417 -1.2428
C -1.1413 0.2209 0.6392
H -0.5712 -0.3962 -2.2077
H 0.3359 0.5055 2.2576
H -0.8909 1.8334 1.9196
H -2.0003 -0.3285 1.1795
H -0.9955 -1.7720 -0.2335
H 0.4441 1.6433 0.7951
H -1.6138 0.8881 -0.1519
H 0.3748 -1.2261 0.8457
```

LUMO level: 0.0276 hartree
E_HOMO: -9.86 eV
HOMO-LUMO gap: 10.6 eV
maximum force: 6.5 eV Å⁻¹

Here are the Löwdin charges for atoms 1 to 4, given in e: O -0.0303; C -0.1027; C -0.2247; C -0.2160

=====

Record 3
A single C4H8O molecule in a non-equilibrium geometry. Source: OMol25; level of theory: ωB97M-V/def2-TZVPD.

XYZ file:
```
13
C4H8O | OMol25 | ωB97M-V/def2-TZVPD
O 1.4559 0.5684 1.2502
C 0.8657 0.9015 0.2487
C -0.0115 -0.0040 -0.5136
C 0.5810 -1.4502 -0.4852
C -1.2587 0.6539 0.4520
H -0.1171 0.2999 -1.5701
H -1.7094 -0.0892 1.1088
H 0.5271 -1.8867 0.5107
H -2.0154 1.1750 -0.1401
H 1.6613 -1.3934 -0.7184
H 0.1831 -2.1620 -1.2234
H 0.7678 1.9494 -0.0978
H -0.9298 1.4373 1.1781
```

LUMO level: 0.0368 hartree
E_HOMO: -9.46 eV
HOMO-LUMO gap: 10.5 eV
maximum force: 1.0 eV Å⁻¹
SMILES string: CC(C)C=O

Here are the Löwdin charges for atoms 1 to 4, given in e: O 0.0312; C -0.3852; C -0.2648; C -0.0678

=====

Which value of E_HOMO does entry 3 give?
-9.46 eV

=====

maximum force of number 1 (C4H8O)?
1.0 eV Å⁻¹

=====

Look up the HOMO-LUMO gap of the third one.
10.5 eV